[1]
Density functional theory data (ωB97M-V/def2-TZVPD) for a cluster of 12 separate species, C39H111N9O12 in total in a non-equilibrium geometry.

## Properties
SMILES: COC[C@H](C)N.COC[C@H](C)N.COC[C@H](C)N.COC[C@H](C)N.COC[C@H](C)N.COC[C@H](C)N.COC[C@H](C)N.COC[C@H](C)N.COC[C@H](C)N.CO.CO.CO
LUMO level: 0.5216 eV
relative energy (zero: lowest compared OMol25 entry of this formula, charge and spin): 114.9 kcal per mole

CARTESIAN COORDINATES (ANGSTROEM)
C1 -3.65307 -3.00310 7.06843
O1 -2.54084 -2.17787 7.11135
C2 -1.52689 -2.64036 6.26886
C3 -0.15335 -2.03722 6.56266
C4 -0.14922 -0.50855 6.13264
N1 0.95071 -2.83299 5.99033
H1 -4.19739 -2.85854 6.14388
H2 -4.37216 -2.72761 7.84655
H3 -3.38358 -4.03390 7.21707
H4 -1.33717 -3.74336 6.44153
H5 -1.85796 -2.45750 5.21196
H6 -0.00464 -2.08565 7.68208
H7 -0.45092 -0.58305 5.08321
H8 0.86475 -0.09821 6.29372
H9 -1.02608 -0.07313 6.55103
H10 0.97547 -3.74046 6.42411
H11 0.79667 -3.10732 4.96737
C5 -1.13950 7.15361 3.05242
O2 -1.71803 6.53809 4.21921
C6 -2.24391 5.28311 3.89616
C7 -2.59683 4.58751 5.18014
C8 -3.32537 5.48019 6.12262
N2 -1.42276 4.01222 5.90129
H12 -0.39046 6.52841 2.51118
H13 -0.75238 8.14667 3.30634
H14 -1.92759 7.26078 2.32178
H15 -3.09594 5.41190 3.24913
H16 -1.55327 4.69577 3.36463
H17 -3.21974 3.70181 4.97706
H18 -3.82716 5.08429 6.91477
H19 -4.08304 6.10799 5.64502
H20 -2.62426 6.23916 6.45193
H21 -0.86978 4.76762 6.33358
H22 -0.89165 3.50747 5.21429
C9 -3.76332 1.73407 -1.67860
O3 -3.90042 3.07575 -1.27882
C10 -2.99487 3.40957 -0.22345
C11 -3.77558 4.25314 0.76209
C12 -4.90410 3.43254 1.32304
N3 -4.28900 5.52014 0.11120
H23 -3.83477 1.10757 -0.81381
H24 -2.84563 1.57709 -2.21951
H25 -4.57848 1.43813 -2.44002
H26 -2.61215 2.44421 0.31212
H27 -2.06850 3.88034 -0.61836
H28 -3.07200 4.57822 1.59097
H29 -5.71872 3.20470 0.61042
H30 -5.38743 3.95286 2.20043
H31 -4.32881 2.53342 1.73436
H32 -4.29121 5.37391 -0.88174
H33 -5.23474 5.73106 0.40494
C13 -0.99599 -2.10650 -2.25615
O4 -1.37899 -1.44884 -1.13176
C14 -1.88199 -2.35124 -0.18301
C15 -1.77517 -1.65790 1.17954
C16 -0.39193 -1.77673 1.65205
N4 -2.64151 -2.38697 2.12392
H34 -1.79677 -2.60820 -2.81262
H35 -0.23993 -2.83196 -1.99839
H36 -0.54089 -1.44057 -3.01006
H37 -3.01397 -2.49519 -0.35794
H38 -1.28018 -3.26158 -0.23077
H39 -2.10709 -0.62978 1.06487
H40 0.34444 -1.38956 0.86041
H41 -0.13772 -2.86607 1.80391
H42 -0.23265 -1.17974 2.60086
H43 -3.45840 -2.78878 1.60415
H44 -2.10428 -3.20183 2.37764
C17 -3.43987 -0.97879 -7.06503
O5 -2.17659 -0.98580 -6.45865
C18 -1.58171 -2.28373 -6.24022
C19 -0.08893 -2.09239 -6.44806
C20 0.37060 -1.51246 -7.77983
N5 0.46649 -3.49344 -6.28062
H45 -3.41528 -1.73969 -7.91177
H46 -3.52036 0.04132 -7.32921
H47 -4.28561 -1.19373 -6.36759
H48 -1.85182 -2.61072 -5.18025
H49 -2.01215 -3.04440 -6.91618
H50 0.28468 -1.40042 -5.68659
H51 1.46137 -1.51834 -7.59634
H52 -0.05720 -0.48752 -7.95956
H53 0.16183 -2.09824 -8.67248
H54 1.24040 -3.49950 -6.88766
H55 0.97582 -3.52861 -5.37471
C21 3.88240 -3.84395 3.38920
O6 2.83819 -2.93638 2.89792
C22 3.22051 -2.41623 1.57781
C23 3.37838 -3.48449 0.46078
C24 3.63945 -2.88063 -0.83476
N6 2.02257 -4.13738 0.35556
H56 4.91007 -3.40313 3.30551
H57 3.69121 -4.88158 2.92871
H58 3.73940 -4.01463 4.41390
H59 2.51961 -1.69479 1.22024
H60 4.12567 -1.81948 1.71767
H61 4.18192 -4.26697 0.61970
H62 2.93345 -2.03058 -1.03215
H63 3.37533 -3.54960 -1.62614
H64 4.66735 -2.56374 -0.93044
H65 1.73212 -4.45642 1.33504
H66 2.10642 -4.98172 -0.19931
C25 5.26095 -4.14866 -5.10367
O7 4.42019 -4.72990 -4.08930
C26 3.65504 -5.83629 -4.58065
C27 2.67227 -6.31003 -3.53469
C28 1.55967 -5.26243 -3.31048
N7 3.32557 -6.69553 -2.29092
H67 4.70922 -3.86045 -6.00460
H68 6.01076 -4.81607 -5.44832
H69 5.63627 -3.24750 -4.63229
H70 3.23478 -5.52709 -5.57601
H71 4.35120 -6.67166 -4.75125
H72 2.12833 -7.17080 -3.94582
H73 2.02672 -4.32041 -3.13642
H74 1.03574 -5.42321 -2.33870
H75 0.86952 -5.23892 -4.14940
H76 4.16012 -6.14011 -2.19894
H77 3.41749 -7.68780 -2.41861
C29 3.42425 3.90414 -3.01324
O8 3.52493 2.49371 -3.14703
C30 4.92402 2.19233 -2.81172
C31 5.17812 0.72660 -3.11427
C32 6.56910 0.38504 -2.63975
N8 5.04562 0.30724 -4.49265
H78 3.61225 4.25896 -2.02581
H79 2.46874 4.09606 -3.30153
H80 4.15706 4.36084 -3.70414
H81 5.53691 2.90031 -3.25511
H82 5.02014 2.31841 -1.73318
H83 4.43163 0.06692 -2.57760
H84 6.73983 0.76931 -1.64451
H85 7.33236 0.92271 -3.31545
H86 6.71523 -0.71338 -2.67950
H87 5.68239 0.94917 -5.07294
H88 4.13320 0.53720 -4.86835
C33 0.10436 6.23589 -0.68200
O9 1.02505 5.30774 -0.18264
C34 0.41868 4.21290 0.45967
C35 1.41213 3.56327 1.42075
C36 2.79280 3.32214 0.75026
N9 0.84700 2.41712 2.08886
H89 -0.65140 6.58241 0.05837
H90 -0.50841 5.64202 -1.40939
H91 0.61361 7.05833 -1.11936
H92 -0.49405 4.48779 0.95711
H93 0.22897 3.36442 -0.21252
H94 1.57675 4.37341 2.22765
H95 2.81997 2.38497 0.23132
H96 3.46940 3.26388 1.59042
H97 3.06157 4.21266 0.18218
H98 1.60033 1.99860 2.62404
H99 0.61850 1.67998 1.35627
C37 -6.25656 -0.79313 0.24859
O10 -4.97269 -0.17204 0.62053
H100 -6.86438 -1.15990 1.13334
H101 -6.80255 -0.07191 -0.37294
H102 -6.08933 -1.63518 -0.40441
H103 -4.93913 0.03784 1.58212
C38 0.71730 1.12188 -1.95870
O11 0.01662 0.94290 -0.73009
H104 1.75481 0.84478 -1.77924
H105 0.27762 0.44202 -2.69321
H106 0.78401 2.16818 -2.32835
H107 -0.66432 0.29832 -0.78227
C39 -3.43299 0.85540 4.41762
O12 -3.76832 0.22020 3.18243
H108 -4.19880 1.59195 4.57937
H109 -3.35605 0.18157 5.25402
H110 -2.45889 1.32316 4.31000
H111 -3.16682 -0.52726 3.00233

Results of the Mulliken charge analysis, in e, for atoms 1 through 6: -0.753, -0.380, -0.035, 0.108, -0.850, -0.520

***

[2]
Density functional theory data (ωB97M-V/def2-TZVPD) for a structure of composition C39H19F12N4O2PReS3.

## Properties
multiplicity: 2
LUMO level (alpha / beta): -0.9388 / -1.7289 eV
relative energy (zero: lowest compared OMol25 entry of this formula, charge and spin): 14.7 kcal per mole

CARTESIAN COORDINATES (ANGSTROEM)
Re1 0.17862 0.21834 0.73869
F1 -6.21988 -0.15147 -0.22122
C1 -4.95799 -0.59967 -0.10950
F2 -4.94623 -1.53694 0.85295
F3 -4.64454 -1.21113 -1.26582
C2 -4.00552 0.52245 0.19735
C3 -4.44440 1.82144 0.35439
C4 -3.52887 2.82472 0.65544
C5 -2.19642 2.49672 0.77224
N1 -1.76577 1.24436 0.59656
C6 -2.64063 0.26314 0.33990
S1 -1.79446 -1.22523 0.25168
H1 -5.49678 2.04731 0.25225
H2 -3.84431 3.84652 0.80302
H3 -1.45375 3.24055 1.02310
S2 -0.19772 0.08512 2.97831
C7 1.35607 -0.13349 3.72746
C8 1.35475 -0.44168 5.12438
N2 1.30242 -0.72844 6.23730
C9 2.49194 -0.07564 2.99848
S3 2.48735 0.25319 1.29638
C10 3.77765 -0.30232 3.59083
N3 4.82167 -0.50325 4.02878
O1 1.06184 3.63208 2.36637
C11 1.04921 3.41982 1.18544
N4 0.71180 2.22044 0.55542
C12 0.81228 2.32643 -0.77726
O2 0.59920 1.30628 -1.44506
C13 1.17968 3.71547 -1.14409
C14 1.37394 4.34323 -2.35544
C15 1.73800 5.68820 -2.32335
C16 1.90166 6.35912 -1.11675
C17 1.70514 5.71155 0.10337
C18 1.34303 4.38544 0.06242
H4 1.25063 3.81311 -3.29038
H5 1.90066 6.22006 -3.25140
H6 2.18948 7.40207 -1.12666
H7 1.83326 6.22436 1.04737
F4 -0.10344 -3.19614 -6.22479
C19 0.18350 -4.17694 -5.35527
F5 1.33177 -4.75200 -5.76374
F6 -0.78042 -5.11064 -5.46782
C20 0.29714 -3.67565 -3.94156
C21 0.49855 -4.60332 -2.92591
C22 0.62904 -4.16919 -1.62077
C23 0.52863 -2.81094 -1.31848
C24 0.33914 -1.89187 -2.34297
C25 0.22519 -2.32389 -3.65760
P1 0.89740 -2.21857 0.37407
C26 2.66754 -2.68110 0.39519
C27 3.47501 -2.12738 -0.59952
C28 4.80808 -2.47230 -0.69142
C29 5.34691 -3.37342 0.21962
C30 4.55620 -3.93168 1.20684
C31 3.21150 -3.58904 1.29183
C32 6.78767 -3.79015 0.10244
F7 6.90500 -4.93198 -0.61062
F8 7.34288 -4.02004 1.30317
F9 7.53287 -2.86089 -0.51908
C33 0.10607 -3.38094 1.52710
C34 -0.90641 -4.24915 1.12977
C35 -1.53062 -5.06415 2.06102
C36 -1.14594 -5.01157 3.39102
C37 -0.13622 -4.15219 3.80037
C38 0.48408 -3.34015 2.86775
C39 -1.79151 -5.92388 4.39928
F10 -1.05196 -7.03658 4.58860
F11 -1.92479 -5.33080 5.59582
F12 -3.01283 -6.32515 4.00646
H8 0.56545 -5.65793 -3.15952
H9 0.82127 -4.89085 -0.83582
H10 0.28533 -0.83337 -2.13177
H11 0.08139 -1.60664 -4.45318
H12 3.05907 -1.41796 -1.30619
H13 5.43300 -2.03578 -1.45807
H14 4.98177 -4.62850 1.91613
H15 2.60483 -4.04121 2.06440
H16 -1.23368 -4.28147 0.09922
H17 -2.32499 -5.72886 1.75105
H18 0.15984 -4.10452 4.84022
H19 1.27609 -2.68052 3.19078

Results of the Mulliken charge analysis, in e, for atoms 1 through 6: 0.991, -0.305, 0.667, -0.205, -0.205, -0.321

***

> Which value of relative energy (zero: lowest compared OMol25 entry of this formula, charge and spin) does entry 2 give?

14.7 kcal per mole